Below is a structure of composition C16H27ClN3O7Se2W, with properties calculated with ωB97M-V/def2-TZVPD.

The geometry in ORCA input format:
```
! RIJCOSX wB97M-V def2-TZVPD def2/J DEFGRID3
* xyz 3 1
W -1.194 -0.294 -0.464
O 2.107 0.484 1.435
C 2.459 0.125 2.786
C 1.682 -1.090 3.317
C 1.867 -1.099 4.858
O 1.084 -2.151 5.365
C 2.189 -2.445 2.798
Se 1.673 -2.780 0.926
C 0.167 -1.024 3.060
Se -0.406 -1.798 1.306
H 2.898 0.824 1.001
H 2.256 0.990 3.423
H 3.528 -0.084 2.833
H 1.547 -0.131 5.260
H 2.929 -1.239 5.086
H 1.262 -2.285 6.303
H 1.746 -3.243 3.387
H 3.275 -2.520 2.858
H -0.249 -0.020 3.138
H -0.311 -1.668 3.798
O -0.297 1.294 0.848
C -0.499 2.741 0.869
C -1.973 3.062 1.046
C -2.860 2.241 0.098
C -2.333 2.349 -1.306
C -2.784 3.331 -2.168
C -2.161 3.510 -3.393
C -1.061 2.717 -3.707
C -0.671 1.746 -2.817
N -1.297 1.538 -1.638
H 0.667 1.062 1.010
H -0.101 3.168 -0.052
H 0.063 3.139 1.713
H -2.105 4.127 0.849
H -2.287 2.881 2.075
H -3.883 2.610 0.147
H -2.895 1.203 0.454
H -3.624 3.950 -1.880
H -2.517 4.266 -4.081
H -0.518 2.852 -4.631
H 0.180 1.117 -3.028
C 1.336 -1.949 -4.640
N 1.534 -2.172 -3.194
C 2.486 -3.238 -2.821
C 0.908 -1.486 -2.334
N 0.301 -0.800 -1.580
H 2.308 -1.799 -5.108
H 0.715 -1.076 -4.821
H 0.867 -2.827 -5.081
H 3.487 -2.827 -2.691
H 2.511 -3.969 -3.625
H 2.177 -3.728 -1.902
O -2.035 -2.224 -1.295
Cl -3.334 -1.565 -1.054
O -3.088 -1.020 0.311
O -4.434 -2.378 -1.156
O -3.289 -0.398 -1.887
*
```

Calculated values
Energy relative to the best compared isomer or geometry (same formula, charge and spin)   0.477 eV
LUMO (spin up / spin down)   -11.105 / -11.070 eV
HOMO level (spin up / spin down)   -0.63524 / -0.63518 Ha

natural (NBO) population analysis, charges in e, atoms 1 to 2: number 1, W, carries 1.49; number 2, O, carries -0.77



Below is a cluster of 2 separate species, C3H10N2O2 in total, with properties calculated with ωB97M-V/def2-TZVPD.

The geometry in ORCA input format:
```
! RIJCOSX wB97M-V def2-TZVPD def2/J DEFGRID3
* xyz 0 1
N -0.942 0.618 -2.496
C -1.534 0.646 -1.160
C -1.184 -0.715 -0.462
N -0.654 -0.535 0.879
C -1.500 -0.577 1.950
O -1.163 -0.410 3.097
H 0.068 0.594 -2.392
H -1.060 1.499 -2.987
H -2.630 0.726 -1.252
H -1.277 1.476 -0.500
H -2.121 -1.282 -0.459
H -0.557 -1.365 -1.050
H 0.346 -0.555 0.956
H -2.545 -0.768 1.664
O 5.531 -0.115 1.640
H 4.956 0.284 0.971
H 6.265 0.480 1.601
*
```

Calculated values
Energy relative to the best compared isomer or geometry (same formula, charge and spin)   1.500 eV
LUMO   0.521 eV
HOMO level   -0.36023 Ha

natural (NBO) population analysis, charges in e, atoms 1 to 2: number 1, N, carries -0.82; number 2, C, carries -0.23



Below is a cluster of 3 separate species, C21H47ClN2O3Si in total, with properties calculated with ωB97M-V/def2-TZVPD.

The geometry in ORCA input format:
```
! RIJCOSX wB97M-V def2-TZVPD def2/J DEFGRID3
* xyz 0 1
C 0.271 3.215 1.661
Si -1.232 2.766 0.603
C -2.439 4.198 0.751
C -2.009 1.254 1.404
O -0.627 2.528 -0.949
C -1.381 1.696 -1.836
C -0.481 0.585 -2.338
C -0.186 -0.498 -1.316
C 0.446 -1.744 -1.965
C 0.024 -2.866 -1.044
Cl 0.929 -2.627 0.517
C -1.388 -2.353 -0.719
O -2.367 -2.915 -0.608
O -1.283 -1.020 -0.611
H 0.737 4.101 1.245
H 0.951 2.372 1.631
H -0.053 3.421 2.674
H -2.489 4.467 1.805
H -3.458 3.961 0.462
H -2.081 5.088 0.246
H -2.526 1.595 2.299
H -1.241 0.562 1.726
H -2.746 0.747 0.797
H -1.626 2.309 -2.703
H -2.330 1.347 -1.432
H -0.884 0.100 -3.224
H 0.470 1.043 -2.580
H 0.633 -0.099 -0.717
H 1.501 -1.643 -2.173
H -0.120 -1.959 -2.878
H 0.100 -3.861 -1.436
C -4.024 -5.595 -0.588
C -4.160 -6.814 0.313
N -3.160 -7.831 0.043
C -3.452 -9.113 0.661
C -3.486 -9.185 2.191
C -1.779 -7.390 0.119
C -1.296 -6.750 1.427
H -4.010 -5.888 -1.640
H -4.871 -4.925 -0.436
H -3.124 -5.031 -0.374
H -5.147 -7.252 0.140
H -4.146 -6.484 1.363
H -2.739 -9.854 0.288
H -4.426 -9.445 0.286
H -2.489 -9.125 2.624
H -3.912 -10.142 2.502
H -4.103 -8.398 2.627
H -1.610 -6.669 -0.687
H -1.127 -8.233 -0.127
H -1.985 -5.987 1.793
H -0.332 -6.262 1.260
H -1.146 -7.488 2.214
C 1.803 6.516 -0.624
C 3.181 7.118 -0.392
N 3.997 6.330 0.512
C 5.175 7.033 0.991
C 6.241 7.436 -0.034
C 4.196 4.941 0.136
C 4.806 4.647 -1.240
H 1.298 6.322 0.323
H 1.186 7.209 -1.198
H 1.855 5.582 -1.187
H 3.042 8.109 0.049
H 3.669 7.277 -1.366
H 5.647 6.434 1.775
H 4.833 7.942 1.498
H 6.811 6.578 -0.387
H 6.952 8.122 0.432
H 5.811 7.949 -0.895
H 3.228 4.434 0.189
H 4.800 4.454 0.906
H 4.323 5.216 -2.036
H 4.677 3.588 -1.475
H 5.875 4.852 -1.268
*
```

Calculated values
LUMO   0.573 eV
HOMO level   -0.29128 Ha

Löwdin population analysis, charges in e, atoms 1 to 2: number 1, C, carries -0.14; number 2, Si, carries 0.44



Below is a structure of composition C25H34FN9O2, with properties calculated with ωB97M-V/def2-TZVPD.

The geometry in ORCA input format:
```
! RIJCOSX wB97M-V def2-TZVPD def2/J DEFGRID3
* xyz 0 1
N 7.862 -3.083 0.875
C 6.759 -2.233 0.340
C 5.581 -2.820 -0.216
C 4.460 -1.766 -0.706
O 3.799 -1.913 -1.767
C 4.294 -0.476 0.263
C 2.881 0.159 0.675
C 1.608 -0.431 -0.112
C 1.276 -1.969 0.217
F -0.173 -2.221 0.281
C 5.480 0.118 0.796
C 6.859 -0.614 0.371
O 7.901 -0.008 0.054
H 7.344 -3.853 1.354
H 8.305 -2.576 1.672
H 5.442 -3.954 -0.308
H 2.725 -0.097 1.795
H 2.979 1.305 0.561
H 1.677 -0.225 -1.240
H 0.707 0.164 0.261
H 1.816 -2.313 1.176
H 1.655 -2.683 -0.612
H 5.483 1.027 1.480
C -1.100 1.405 -3.306
C -0.376 0.858 -2.115
N 0.203 0.427 -1.168
H -0.419 1.469 -4.157
H -1.933 0.750 -3.567
H -1.486 2.404 -3.082
C -3.866 3.853 -0.755
C -3.115 3.949 -2.047
N -2.526 4.025 -3.060
H -4.514 2.976 -0.766
H -3.164 3.766 0.077
H -4.476 4.747 -0.613
C 1.473 1.543 4.949
C 1.144 1.754 3.504
N 0.888 1.919 2.371
H 0.572 1.263 5.496
H 2.210 0.746 5.048
H 1.880 2.461 5.378
C -1.059 -2.415 3.518
C 0.069 -1.743 4.239
N 0.955 -1.217 4.802
H -0.851 -3.481 3.417
H -1.986 -2.284 4.078
H -1.176 -1.979 2.525
C -7.765 1.677 -1.360
C -6.542 1.134 -0.685
N -5.584 0.708 -0.155
H -8.285 2.364 -0.691
H -7.481 2.211 -2.269
H -8.438 0.859 -1.624
C 2.048 -0.974 -5.248
C 1.013 -0.087 -5.872
N 0.202 0.607 -6.361
H 1.622 -1.958 -5.048
H 2.898 -1.084 -5.923
H 2.393 -0.538 -4.308
C -8.439 5.963 0.844
C -9.173 4.873 0.124
N -9.748 4.019 -0.440
H -7.555 5.554 1.335
H -8.128 6.733 0.135
H -9.088 6.413 1.597
C 1.600 -6.102 0.439
C 2.739 -5.438 1.150
N 3.631 -4.918 1.708
H 1.797 -7.171 0.340
H 0.677 -5.960 1.003
H 1.480 -5.669 -0.555
*
```

Calculated values
LUMO   -0.344 eV
HOMO level   -0.28779 Ha

Löwdin population analysis, charges in e, atoms 1 to 2: number 1, N, carries 0.06; number 2, C, carries -0.19



| no. | E_tot (eV) |
| --- | --- |
| 1 | -180837.5600 |
| 2 | -10347.9877 |
| 3 | -52063.2700 |
| 4 | -46689.0488 |